1.
The following is a quantum chemistry calculation of a structure of composition C5H5N, from OMol25.

Values from the calculation:
**Total charge**: 0
**E_HOMO (alpha / beta)**: -0.337 / -0.300 Eh
**Orbital gap (alpha / beta)**: 8.754 / 7.724 eV

Cartesian coordinates (Å):
C: 0.12 -0.32 -1.08
C: -0.81 -0.09 -0.11
C: 1.07 0.20 -0.10
C: 2.91 0.09 0.04
C: -2.24 -0.11 0.05
N: 0.20 -0.42 0.74
H: 3.49 0.32 0.91
H: 3.08 0.74 -0.80
H: -2.54 -1.01 0.76
H: -2.66 -0.24 -0.89
H: -2.62 0.83 0.48


2.
The following is a quantum chemistry calculation of the molecule C5H5N, from OMol25.

Values from the calculation:
**Total charge**: 0
**SMILES string**: C=CC(=C)C#N
**E_HOMO**: -0.355 Eh
**Orbital gap**: 9.779 eV

Cartesian coordinates (Å):
C: 0.41 1.66 -0.79
C: 0.18 0.30 -0.86
C: -0.11 -0.60 0.32
C: -0.84 -1.69 0.23
C: 0.48 0.01 1.52
H: 0.52 2.18 0.31
H: 0.42 2.24 -1.62
H: -0.06 -0.13 -1.89
H: -1.12 -2.20 1.21
H: -1.03 -2.14 -0.85
N: 1.13 0.37 2.41


3.
The following is a quantum chemistry calculation of a cluster of 2 separate species, C5H5N in total, from OMol25.

Values from the calculation:
**Total charge**: 0
**E_HOMO (alpha / beta)**: -0.329 / -0.329 Eh
**Orbital gap (alpha / beta)**: 7.366 / 7.373 eV

Cartesian coordinates (Å):
C: 0.52 -0.59 0.56
C: 1.71 2.20 -0.25
C: 0.74 2.63 -0.95
C: -0.45 -1.16 -0.12
C: -1.81 -1.56 -0.19
N: 1.40 -0.20 1.28
H: 2.31 1.40 -0.61
H: 2.02 2.49 0.84
H: -2.61 -0.77 0.17
H: -1.80 -2.42 0.50
H: -2.02 -2.02 -1.23


4.
The following is a quantum chemistry calculation of a structure of composition C5H5N, from OMol25.

Values from the calculation:
**Total charge**: 0
**E_HOMO**: -0.315 Eh
**Orbital gap**: 8.593 eV

Cartesian coordinates (Å):
C: 1.05 -0.59 -0.02
C: -0.31 -0.65 0.35
C: 0.88 0.86 -0.35
C: 1.47 1.78 -1.15
C: -1.38 -1.54 0.78
N: -0.14 0.67 0.61
H: 1.04 2.83 -1.10
H: 2.32 1.56 -1.89
H: -1.18 -2.52 0.39
H: -2.25 -0.86 0.51
H: -1.51 -1.56 1.86


5.
The following is a quantum chemistry calculation of the molecule C5H5N, from OMol25.

Values from the calculation:
**Total charge**: 0
**SMILES string**: CC1=CC=C=N1
**E_HOMO (alpha / beta)**: -0.307 / -0.296 Eh
**Orbital gap (alpha / beta)**: 7.642 / 7.713 eV

Cartesian coordinates (Å):
C: -2.47 0.54 0.12
C: -1.14 0.87 0.18
C: -2.31 -0.78 -0.26
C: -0.30 -0.66 0.22
C: 1.15 -0.89 0.04
N: -1.28 -1.52 0.06
H: -3.29 1.12 0.00
H: -0.84 1.81 -0.28
H: 1.87 -0.28 0.63
H: 1.50 -0.84 -1.11
H: 1.28 -1.82 0.50


6.
The following is a quantum chemistry calculation of a structure of composition C5H5N, from OMol25.

Values from the calculation:
**Total charge**: 0
**E_HOMO**: -0.371 Eh
**Orbital gap**: 10.349 eV

Cartesian coordinates (Å):
C: -2.48 -0.12 -0.51
C: -1.57 -0.11 0.25
C: 1.06 -1.06 0.13
C: 1.04 0.93 -0.20
C: 0.35 0.03 0.85
N: 1.67 -0.29 -0.71
H: -3.30 -0.41 -1.18
H: 1.26 -2.13 0.32
H: 0.24 1.30 -0.84
H: 1.62 1.70 0.02
H: 0.11 0.15 1.87


7.
The following is a quantum chemistry calculation of the molecule C5H5N, from OMol25.

Values from the calculation:
**Total charge**: 0
**E_HOMO (alpha / beta)**: -0.335 / -0.295 Eh
**Orbital gap (alpha / beta)**: 7.888 / 7.076 eV

Cartesian coordinates (Å):
C: 1.73 0.26 0.10
C: 2.03 -1.10 0.01
C: 0.43 0.78 -0.22
C: -0.99 -1.24 -0.28
C: -1.84 -0.04 0.23
N: -0.61 0.00 -0.35
H: 2.40 1.10 0.15
H: 1.21 -1.83 -0.02
H: 0.34 1.73 -0.63
H: -2.86 0.15 -0.22
H: -1.85 0.19 1.24


8.
The following is a quantum chemistry calculation of a cluster of 2 separate species, C5H5N in total, from OMol25.

Values from the calculation:
**Total charge**: 0
**E_HOMO**: -0.292 Eh
**Orbital gap**: 7.636 eV

Cartesian coordinates (Å):
C: 0.41 0.34 0.25
C: -0.29 1.52 -0.11
C: 1.71 0.04 0.11
C: -0.85 -0.53 0.27
C: -1.59 0.74 -0.11
N: 2.81 -0.28 -0.19
H: -0.82 -1.84 -1.17
H: -0.97 -1.29 1.06
H: -2.17 1.11 0.78
H: -2.00 0.74 -1.19
H: 3.74 -0.55 0.30


9.
The following is a quantum chemistry calculation of the molecule C5H5N, from OMol25.

Values from the calculation:
**Total charge**: 0
**SMILES string**: CC#CCC#N
**E_HOMO**: -0.371 Eh
**Orbital gap**: 10.838 eV

Cartesian coordinates (Å):
C: -0.26 1.96 -1.14
C: -0.03 0.73 -0.43
C: 0.27 -0.10 0.39
C: 0.52 -1.30 1.16
C: -0.32 -2.33 0.56
N: -1.04 -3.04 0.00
H: 0.60 2.24 -1.74
H: -0.40 2.69 -0.33
H: -1.15 1.91 -1.77
H: 1.57 -1.60 1.09
H: 0.24 -1.16 2.21


10.
The following is a quantum chemistry calculation of the molecule C5H5N, from OMol25.

Values from the calculation:
**Total charge**: 0
**SMILES string**: C=CC(=C)C#N
**E_HOMO**: -0.347 Eh
**Orbital gap**: 9.099 eV

Cartesian coordinates (Å):
C: 1.59 -1.21 -0.13
C: 1.18 0.05 0.02
C: -0.30 0.26 0.05
C: -1.03 1.50 -0.14
C: -1.34 -0.84 0.15
H: 0.59 -1.80 0.24
H: 2.72 -1.34 -0.14
H: 1.91 0.92 0.05
H: -2.31 1.41 0.13
H: -0.71 2.62 -0.10
N: -2.30 -1.59 -0.14


11.
The following is a quantum chemistry calculation of a structure of composition C5H5N, from OMol25.

Values from the calculation:
**Total charge**: 0
**E_HOMO**: -0.308 Eh
**Orbital gap**: 8.785 eV

Cartesian coordinates (Å):
C: 1.11 -0.19 -1.04
C: 0.30 -0.12 0.23
C: -1.05 0.01 0.18
C: -2.19 0.56 0.16
C: 0.88 -0.48 1.48
N: 1.37 -0.82 2.47
H: 0.62 0.37 -1.84
H: 2.11 0.21 -0.89
H: 1.19 -1.23 -1.35
H: -1.05 1.24 0.48
H: -3.28 0.44 0.11


12.
The following is a quantum chemistry calculation of a cluster of 2 separate species, C5H5N2 in total, from OMol25.

Values from the calculation:
**Total charge**: +1
**E_HOMO (alpha / beta)**: -0.605 / -0.605 Eh
**Orbital gap (alpha / beta)**: 8.825 / 8.826 eV

Cartesian coordinates (Å):
C: -2.66 1.56 -0.21
C: -0.09 -1.72 0.17
C: 1.94 -0.12 -0.64
C: 1.23 0.33 0.45
C: 0.09 -0.44 0.74
N: -0.22 -2.80 -0.24
N: -1.60 1.14 -0.08
H: -3.70 1.80 -0.45
H: 2.88 0.39 -1.14
H: 1.38 -0.90 -1.20
H: 1.50 1.08 1.07
H: -0.74 -0.32 1.52


Short version: total energy = -247.94196; -248.18503; -247.96337; -248.06602; -248.07042; -248.05470; -247.96863; -247.95506; -248.19743; -248.10668; -248.08838; -302.60882 Eh, in the order given.
Short version: energy relative to the best compared isomer or geometry (same formula, charge and spin) = 874.50; 236.32; 818.27; 548.76; 537.22; 578.48; 804.47; 840.10; 203.75; 442.01; 490.06; 196.92 kJ/mol, in the order given.